# 1
Density functional theory data (ωB97M-V/def2-TZVPD) for 2 unconnected molecules or ions with the total composition C9H14 at a distorted geometry.

XYZ file:
```
23
Properties=species:S:1:pos:R:3:lowdin_charge:R:1
H -0.162 3.615 1.033 0.0569
H -1.439 -1.841 1.009 0.1071
C 0.287 3.447 2.013 -0.1698
H 0.065 4.348 2.591 0.0592
H 1.310 -3.754 -0.648 0.0803
C -2.004 -0.745 -2.158 -0.1041
H -3.181 -0.979 -0.385 0.0983
H 2.388 4.032 1.918 0.0556
H 0.487 -3.422 0.959 0.0779
C -0.718 -0.927 -2.699 -0.0828
C 0.925 -3.005 0.044 -0.0550
C -0.042 -2.068 -0.622 -0.2867
H 2.108 2.438 2.689 0.0558
H 1.229 -1.645 -2.270 0.1109
C -1.221 -1.642 -0.034 -0.0537
H -2.901 -0.592 -2.736 0.0970
H -0.176 2.566 2.439 0.0532
C -2.194 -1.007 -0.822 -0.1009
C 1.791 3.123 1.906 -0.1691
H -0.492 -0.512 -3.674 0.1000
C 0.198 -1.614 -1.930 -0.0690
H 1.963 2.615 0.955 0.0580
H 1.781 -2.433 0.423 0.0807
```

Values from the calculation:
energy above the lowest of the compared OMol25 structures with the same formula, charge and spin: 15.47 kcal per mole
LUMO energy: 0.9 eV
HOMO: -8.9 eV
total charge: 0
orbital gap: 9.80 eV


# 2
Density functional theory data (ωB97M-V/def2-TZVPD) for 34 unconnected molecules or ions with the total composition H68O34 at a distorted geometry.

XYZ file:
```
102
Properties=species:S:1:pos:R:3:lowdin_charge:R:1
H -5.235 0.851 -0.948 0.0322
O 0.358 0.272 -0.085 -0.0797
H -0.281 -5.658 -1.227 -0.0012
H 2.905 -0.507 -2.992 0.0397
H -2.476 2.087 0.032 0.0540
H -2.688 3.954 -0.926 0.0413
H 2.929 3.896 -2.436 0.0652
H -1.942 0.609 -4.263 0.0306
O 2.871 -3.732 1.089 -0.0619
O 2.110 -0.608 -3.541 -0.0488
H 2.222 0.294 -0.263 0.0097
H -1.618 -5.141 -1.879 0.0048
H 0.407 2.118 -0.670 0.0253
H 0.382 3.650 -1.016 0.0441
H -0.534 -4.237 3.750 0.0305
O -2.257 1.280 -0.503 -0.0666
O 0.184 0.608 5.435 -0.0449
O 1.755 -5.363 -0.932 -0.0736
O 0.049 -4.219 4.520 -0.0624
H 0.875 -2.216 1.963 0.0337
H -1.392 4.181 -0.218 0.0330
H 5.207 -2.188 3.062 0.0683
H 0.059 4.492 2.307 -0.0207
O -5.642 1.285 -0.137 -0.0864
H 3.597 0.650 3.719 0.0876
H 4.480 -1.746 -1.183 0.0271
O -0.307 5.164 -3.331 -0.0557
H -2.375 -2.668 -1.556 0.0101
H 5.363 -1.824 -2.412 0.0573
H 4.472 -1.021 2.343 0.0134
H 1.929 -1.568 -3.570 0.0238
H -2.484 4.215 2.258 0.0432
H -1.511 -2.138 0.818 0.0220
H 2.277 -4.714 -0.422 -0.0027
O -2.524 -2.618 -2.526 -0.0682
H 1.999 -5.165 -1.854 0.0261
O 1.928 -2.024 3.692 -0.0454
H -1.174 4.800 -3.107 0.0161
O 4.745 -2.361 -1.891 -0.0520
O 0.497 2.730 2.631 -0.0736
H 0.023 1.171 4.668 0.0021
H -0.433 5.301 -4.274 0.0400
O 0.378 -2.209 1.123 -0.0514
H -5.039 -0.506 -3.208 0.0686
H 3.683 3.116 0.284 0.0451
H -3.061 -2.078 0.957 0.0313
O 0.802 1.565 -4.105 -0.0783
H -2.494 1.930 -2.416 -0.0058
O -1.380 -0.020 -3.805 -0.0769
H 3.230 -3.251 -3.140 0.0527
O 4.667 -1.985 2.293 -0.0650
H -0.523 0.863 6.014 0.0320
O 3.564 2.727 1.182 -0.0543
O -0.047 -2.767 -5.002 -0.0534
H -3.529 3.513 3.133 0.0720
O -1.683 1.151 2.966 -0.0679
H 3.669 1.179 2.246 0.0236
H 1.226 2.187 2.265 0.0404
H 2.834 -1.743 3.507 0.0148
H 3.556 -3.127 1.459 0.0196
H 0.809 -3.679 4.262 -0.0087
O -1.199 -5.901 -1.461 -0.0766
H 0.829 2.086 -3.287 0.0086
H -3.749 2.480 -3.126 0.0332
H 3.830 3.416 1.797 0.0705
H -0.285 2.133 2.611 -0.0019
H 2.983 2.562 -1.768 0.0211
H 2.899 -4.522 1.643 0.0717
O -2.350 -2.068 0.306 -0.0651
H 1.460 0.843 -3.957 0.0011
H -4.289 -0.428 2.640 0.0372
H -0.450 0.292 -0.631 0.0391
H -1.903 0.607 2.203 0.0344
O -2.789 2.532 -3.121 -0.0617
O 3.568 0.365 2.788 -0.0568
H -2.233 -0.800 4.262 0.0125
H 3.664 0.744 -0.020 0.0170
H -2.772 0.532 -0.159 0.0287
O 0.273 2.769 -1.392 -0.0475
H 0.888 -2.784 0.535 0.0614
H -3.744 -0.479 -2.469 0.0335
O -4.045 -0.295 1.716 -0.0750
H -0.523 0.495 -3.768 0.0154
H 0.260 -0.546 0.460 0.0252
H -2.315 1.898 3.054 0.0251
H 2.025 -3.447 -4.209 0.0401
H -4.823 0.103 1.238 0.0416
H -6.540 1.452 -0.469 0.0551
O -3.025 -1.162 4.697 -0.0541
H -0.666 -3.502 -4.987 0.0453
O 3.130 0.189 -0.601 -0.0429
O -2.341 4.112 -0.035 -0.0442
H -0.083 5.982 2.740 0.0398
H 1.557 -1.402 4.329 0.0515
O -4.515 0.089 -2.654 -0.0517
O 0.150 5.412 1.993 -0.0824
O 3.415 3.433 -1.727 -0.0622
H -1.866 -1.995 -2.845 -0.0113
O 2.260 -3.461 -3.266 -0.0802
O -2.580 3.579 2.981 -0.0337
H -2.954 -2.117 4.635 0.0368
H -0.565 -1.956 -4.814 0.0257
```

Values from the calculation:
energy above the lowest of the compared OMol25 structures with the same formula, charge and spin: 39.77 kcal per mole
LUMO energy: -0.4 eV
HOMO: -10.2 eV
total charge: 0
orbital gap: 9.84 eV


# 3
Density functional theory data (ωB97M-V/def2-TZVPD) for 2 unconnected molecules or ions with the total composition C2H3F3O2 at a distorted geometry.

XYZ file:
```
10
Properties=species:S:1:pos:R:3:lowdin_charge:R:1
H 2.003 1.629 1.355 0.0861
O -1.046 0.042 -1.074 0.1250
O -0.771 -2.094 -0.264 0.1552
H -1.489 -1.832 0.333 0.1439
C -0.372 -1.069 -0.986 -0.5309
H -0.518 0.874 -1.023 0.1114
F 0.139 1.370 2.101 -0.0130
C 1.034 1.220 1.091 -0.1591
F 0.578 -1.335 -1.869 0.1444
F 0.516 1.900 -0.004 -0.0630
```

Values from the calculation:
energy above the lowest of the compared OMol25 structures with the same formula, charge and spin: 100.13 kcal per mole
LUMO energy (spin up / spin down): 0.5 / -0.6 eV
HOMO (spin up / spin down): -9.0 / -6.1 eV
total charge: 0
orbital gap (spin up / spin down): 9.50 / 5.46 eV